[1]
90
Properties=species:S:1:pos:R:3 method="wB97M-V/def2-TZVPD" multiplicity=5 charge=+4 lumo_ev="-12.29 / -14.09" relative_energy_ev=0.0000 orbital_gap_ev="5.89 / 3.93" e_homo_ha="-0.668 / -0.662" s_squared=6.0838 total_energy_ha=-5117.1245
C 0.48626 3.83310 -0.49431
H -3.88992 -1.81399 3.27337
H 2.22294 -1.16555 -2.65886
C 3.66176 -3.06035 3.22924
Os -0.83277 1.96531 2.28823
C -0.65472 0.09074 2.18713
N -4.49416 -6.05663 -2.78555
P -0.98744 2.89796 0.20365
H 0.36399 -2.43325 -2.88044
C -1.87628 4.13084 1.27459
H 1.81939 -2.34558 2.36765
C -2.66155 -0.12539 3.80404
H 4.99734 0.92882 1.59633
H 0.26666 -0.43514 2.48103
P -0.34330 -0.28815 -0.81501
C 1.04784 0.52773 -1.89290
H -2.32300 -1.18516 -1.61549
C -2.97097 -2.35648 0.83175
Br 1.23762 3.65274 2.71348
C 4.23180 -1.65302 0.12420
H -2.92907 3.83760 1.33589
C 5.76334 -1.70132 0.25586
H 0.88902 3.32841 -1.37882
H 5.14502 -0.04149 3.96741
H 3.33622 1.44616 1.93887
C -3.51768 -6.36449 -1.96722
H -2.39437 0.57252 -1.60580
C 2.75044 -1.92027 2.76347
H 0.62940 1.45082 -2.31841
H 2.46554 -1.31436 3.63122
H -0.56954 6.96521 0.00142
H -2.29770 -5.78515 -0.26181
H -5.37467 -3.05380 -1.54527
H 3.92056 -1.07873 -0.77307
H -0.24034 -2.38220 0.14454
C -1.77901 -0.28472 -1.92189
H -5.94273 -4.67632 -3.35785
C 1.72075 -0.25892 -3.01068
H 6.19650 -2.17405 -0.64130
H -3.67861 4.97612 -0.37479
H 6.18028 -0.67901 0.33516
H -3.07380 0.10469 4.80578
H -0.92973 6.33966 -2.22842
H -1.37940 4.13420 2.27546
N -1.86025 5.44903 0.60942
C -3.37792 -3.31937 0.18683
C 4.09013 0.67308 2.17023
C -2.49072 -1.31019 1.64532
H 4.81534 1.70365 3.94671
H 2.18453 -0.35298 0.93766
C -5.15817 -4.91987 -2.65676
H 1.34232 -1.91946 -0.50567
H -0.31785 4.75125 -2.86629
H 0.50183 -3.81406 -1.78243
H -2.84799 6.47298 -0.95336
H 4.60539 -2.68058 3.64888
H 2.49183 0.35890 -3.49303
H 6.06496 -2.31030 1.12957
P 3.38849 -0.83569 1.51889
H -1.59493 2.74912 -2.31958
C -1.68432 0.61357 3.19495
H 3.79850 -2.66670 0.00904
C -3.06726 -1.18769 2.97670
C -1.55297 -0.22037 -3.43158
H 0.12253 5.75956 1.19898
H 1.02894 -0.55303 -3.80477
C -0.01353 -2.86048 -1.94409
H -1.08923 -3.05844 -2.04598
H -1.03381 -1.11259 -3.80260
C 4.39633 0.71801 3.67833
H -2.53523 -0.16882 -3.92158
H 3.48463 0.57111 4.27980
C -3.12838 -5.54243 -0.91272
N 0.12301 5.20241 -0.84186
H -2.98402 -7.31128 -2.11638
C -2.71252 5.43376 -0.61479
C 0.26775 -1.98873 -0.73968
H 3.91675 -3.75249 2.41351
N -2.10409 4.68117 -1.72904
C -4.86256 -4.00129 -1.63591
H -3.05554 2.86893 -1.27966
C -0.77580 5.26995 -2.01313
C -2.04374 3.26167 -1.46007
H 3.19272 -3.67235 4.02158
C -1.49437 -0.47497 1.08799
H -0.98330 0.66633 -3.74449
H 1.82302 0.85604 -1.18589
C -0.50250 5.90709 0.30421
H 1.24944 3.83859 0.29819
C -3.80934 -4.32108 -0.75735

[2]
98
Properties=species:S:1:pos:R:3 method="wB97M-V/def2-TZVPD" multiplicity=1 charge=0 lumo_ev=-1.32 orbital_gap_ev=6.47 e_homo_ha=-0.286 total_energy_ha=-3229.6619
H 2.33096 -1.86834 3.69810
C -2.38867 3.93081 -0.60558
N 1.31782 -5.81320 1.54725
C -1.40958 3.84038 -2.92905
H 1.41830 -5.92752 3.66194
O 1.67595 0.96339 -5.00457
H -0.26773 -6.32846 -1.17089
P 1.59874 0.75719 3.80601
C -2.81449 4.16305 -3.77068
C 1.65362 -6.53159 2.77938
H -0.09102 5.90013 -0.59849
H 1.65244 3.70777 3.93435
H -0.61653 7.92493 -4.92632
H -3.21368 2.30155 2.92836
N 1.32396 1.52906 -7.35750
H -2.94799 -5.79698 1.36113
H 2.64096 1.13515 1.31351
N 2.68401 1.97236 3.26703
H 2.94300 -6.74102 0.58615
N -0.94737 -6.29216 0.85038
C -1.18312 -6.42092 -0.58615
C -3.96840 4.27000 -1.03745
H -1.93431 0.26621 -8.64911
C -1.25791 -2.78175 0.58063
C -0.19979 2.99834 -3.71674
H 3.25177 4.02031 3.24470
N -0.45910 -3.98102 0.26891
C -0.03303 0.06644 5.76837
H 2.27480 0.78455 7.02276
H 1.84280 2.71174 1.44380
P -0.12913 -4.93321 1.65793
C -2.39746 0.77514 -7.69452
H -2.98211 2.95728 -7.99927
H 0.77751 2.78652 -3.09385
H -2.03240 -6.62759 2.63151
H -0.68972 -0.19028 4.93049
H -1.57068 -7.42130 -0.81451
H 3.70293 -1.10840 2.87210
C 0.90412 1.62240 -5.90803
C 2.66372 3.31099 3.83992
N -1.18537 4.24438 -1.48866
H -1.92345 6.28689 -0.84570
H -2.03536 -3.01210 1.31560
H 2.72451 -6.75670 2.83645
C 4.25923 0.56131 4.92114
H -2.62178 -7.54710 1.25219
H -6.35678 4.17799 -0.41859
O 0.39467 1.46714 3.13989
C 1.65146 1.54602 6.54359
O 0.58266 -3.75108 2.36041
H -3.99319 3.91785 -5.89656
C -2.20569 3.18741 0.88092
H 3.61688 2.59367 1.45774
H 0.27303 -2.80139 -1.34026
C -3.46512 2.82291 1.88489
C 0.60435 -3.57885 -0.64097
H -1.09844 2.92022 1.23670
H 4.13826 1.44170 5.55256
H -3.58533 0.71030 -7.68685
C 2.69244 2.11430 1.79962
N 0.98044 1.04292 5.36047
N 2.98292 -0.05896 4.57175
H -0.68123 0.46308 6.55782
H 1.08961 -7.46656 2.85295
C 3.25947 -1.31037 3.85408
H -1.91487 -5.69515 -0.96179
C 1.87999 -6.52861 0.41795
H 0.43447 -0.85728 6.12317
C -0.49631 7.30752 -3.91795
H 0.53155 1.32002 -8.00338
C -1.75602 2.84465 -6.06292
C -2.02226 2.36832 -7.60858
H -0.63670 -1.97420 0.98975
H 1.48340 -3.20588 -0.11447
H -1.76506 -2.40519 -0.31507
C -2.20531 -6.58042 1.55185
O 1.47885 -0.91459 -7.53534
H 3.14807 3.32297 4.81795
H 0.91979 1.88250 7.28847
H 3.93183 -1.96082 4.42200
H 1.38159 -7.48746 0.24412
C -0.35272 2.47888 -5.29916
H -1.13929 2.69956 -8.33274
H 4.85004 0.83952 4.03975
H -5.86904 2.92315 2.16937
F -1.89682 -0.02879 -6.52157
F 3.65921 0.22183 -7.40678
S -4.14396 5.08012 -2.75912
C 2.17839 0.24521 -7.41690
C -5.24967 3.92001 -0.06112
H 1.85963 -5.95152 -0.49993
C -0.99651 5.75061 -1.33749
C -5.01124 3.19382 1.42064
C -0.53091 6.48216 -2.76406
H 0.89687 -4.40771 -1.28806
H 2.25915 2.42172 6.34405
H 4.86568 -0.13571 5.51232
C -2.99319 3.68380 -5.32811

[3]
90
Properties=species:S:1:pos:R:3 method="wB97M-V/def2-TZVPD" multiplicity=1 charge=+1 lumo_ev=-2.51 orbital_gap_ev=7.85 e_homo_ha=-0.381 total_energy_ha=-2072.3001
H -0.61040 -1.45985 -0.99679
H -1.77313 8.74003 1.12220
C 4.31721 -1.51352 -1.96518
H 0.08430 -4.91342 -2.95448
H 5.99176 -1.62373 -0.60357
O -0.99802 -1.39945 2.80833
O -1.70846 -1.40908 -3.65862
H -1.87543 5.76549 2.34594
C -2.13574 7.03691 -0.91528
H 4.41868 -0.44240 -2.11782
H -2.50417 8.06429 -0.94678
C 1.02970 -4.10757 0.21660
H 1.82546 -5.57518 -1.09929
C 3.31523 -2.19403 -2.60375
H -3.22282 5.56399 1.11528
H 1.12304 -1.45630 -1.04832
H 1.78746 4.30273 -0.25874
H -3.40419 -5.81732 -0.67362
H 1.03457 2.72144 -0.68700
C -0.32227 3.50849 1.42832
H -2.36305 2.16759 3.77834
C -1.43144 2.41619 3.27414
H 0.70885 -0.37748 3.28336
C -0.16242 5.83101 0.25489
C -1.43056 6.70280 0.43010
N -1.76005 -3.98071 -4.08700
H 1.86816 2.05217 3.57475
C 3.12279 -3.55197 -2.41194
C 5.19777 -2.14965 -1.12154
H 0.43536 5.98196 1.16787
C -1.55678 3.84043 -0.72728
H 0.38138 -1.70399 4.37286
H 0.44514 6.24450 -0.56121
H -2.42967 3.41048 1.69345
H -2.92276 7.09236 1.90647
C -1.00518 -2.95212 0.93053
H 0.69162 -4.68381 1.08187
H 0.83080 4.22793 -1.71660
H 1.88106 -3.95859 -4.11129
O -2.62658 -3.01502 -1.82466
H 3.90202 -5.25654 -1.45311
C 4.02887 -4.18012 -1.57608
H -0.78606 -0.46704 5.80585
H -1.72159 -2.17780 0.64490
H 0.13696 -6.99720 -1.41062
H -1.32217 -3.47910 3.03330
H -0.31600 7.97780 1.86895
H 2.64101 -1.63513 -3.25234
H -0.29654 8.53735 0.17211
C 0.91090 2.37362 3.16778
C 5.04748 -3.51014 -0.95188
H -1.50872 -3.92500 0.85031
H -1.97152 -3.62254 -5.00917
C 0.86850 3.10684 2.00813
C -0.10749 -0.90183 3.80119
C 0.88153 -5.03281 -1.02866
H -1.42739 6.86268 -1.73537
N 0.28437 -2.85997 0.23073
H -2.81376 -2.12073 -1.49117
H 2.38816 -5.36345 -3.21467
C -1.59461 -5.83771 -1.12649
H 2.09379 -3.90694 0.40507
P -1.54983 -2.88985 -3.01350
H -2.52475 4.03204 -0.26411
C 0.25528 -2.12982 -1.02517
H -1.47983 2.74611 -0.83133
H 0.30885 -2.97287 2.61360
C 0.16253 -2.95252 -2.34685
H -1.91352 -5.47596 -2.11453
H -2.96786 6.34275 -1.09047
O -0.17228 1.26613 4.98790
H 1.83557 3.34866 1.57892
H -0.07483 -6.54795 0.25624
C -2.42377 6.19957 1.50562
C -0.33301 4.29349 0.09964
C -0.75501 -2.73695 2.44794
N 0.69637 -4.34258 -2.34617
H -1.49892 4.22655 -1.75143
C -0.16703 -6.15776 -0.75773
C 2.02879 -4.33550 -3.09343
C -0.91478 8.08040 0.95802
H 5.72032 -4.09201 -0.32719
H 0.72993 -2.39054 -3.09311
C 0.91867 3.80679 -0.70877
H -1.88552 0.09590 4.56245
C -1.46774 3.12493 2.10538
N -2.50072 -6.05805 -0.25659
C -0.82394 0.00225 4.81760
H -2.53089 -1.46681 -4.17310
C -0.23706 2.01378 3.82692

[4]
102
Properties=species:S:1:pos:R:3 method="wB97M-V/def2-TZVPD" multiplicity=5 charge=-2 lumo_ev="3.42 / 3.42" orbital_gap_ev="4.21 / 4.00" e_homo_ha="-0.029 / -0.021" s_squared=6.0727 total_energy_ha=-15603.0469
Fe -0.35235 -0.02262 0.08738
C 2.25335 -4.59477 4.24867
H -2.31173 -3.00194 -0.04646
N 1.06371 -0.50578 2.67795
H -3.71123 -1.84060 2.24374
C -1.48921 -2.91495 -0.75988
C -5.19066 -0.28414 -2.77846
Se -1.70710 1.27120 0.20434
N 1.20294 -1.38254 1.67383
H -7.55881 -0.81868 -3.84542
C 3.61988 -2.47886 4.02648
As -1.39697 -0.85637 1.78166
H 1.41764 -2.23469 5.59112
H -1.04183 3.11871 -2.34362
N 2.56438 1.08905 0.91371
H -6.66893 -0.65500 -5.34922
H 3.90894 -4.01062 5.48664
C -3.04372 -1.29535 -2.31791
H -0.85133 0.53580 3.90746
H 2.43330 -3.08792 1.47642
C 4.21371 1.50055 -3.04795
H -0.52707 -3.09192 -0.27496
H 4.36621 1.92862 -4.03662
C 1.29076 2.55390 1.93764
H 1.70101 -3.58267 6.69728
C 5.31171 -1.70878 0.09981
H -0.89736 2.58888 -4.03644
C 1.29343 -3.96734 -1.98022
C -1.77933 0.23222 3.40174
S -1.38292 -1.24492 -1.51125
C 0.56565 1.78963 -2.71217
N 2.61532 -1.85543 3.23460
H -1.98048 -3.01683 2.90132
C 2.12629 -2.22174 2.02277
H 1.92025 -5.37475 4.93229
H 5.26373 -1.35070 1.12868
C -3.41176 -1.08416 1.51183
H -3.99194 -0.15739 1.73144
H 1.92077 -4.57170 -2.63810
C 3.95438 -2.00362 -0.43080
H -0.71872 2.83257 2.63019
H -3.80643 0.49284 -1.39201
H -1.61826 -3.64281 -1.55261
N 2.92826 -1.12824 -0.46229
H 4.79978 0.49419 2.83213
H 2.85427 -5.05370 3.46103
Se -2.52679 5.16723 -1.09639
C -4.51845 -2.27193 -3.92695
C -5.47651 -1.28437 -3.69751
O -0.43191 -1.40411 -2.60081
H -0.53033 -3.22338 1.91297
H 0.54764 -3.45878 -2.58792
H 4.33542 -2.94972 3.34091
H 2.87962 3.29026 3.28839
C 2.76387 1.52792 -2.71820
H -2.35615 -0.44366 4.04859
H 0.79243 -4.65451 -1.28842
H 4.04742 -4.11736 -1.05480
H 5.80507 -0.94439 -0.49982
H 0.37896 4.18367 2.96586
Se -5.40420 2.89127 -0.77510
H 4.19498 0.69825 -0.52519
C -1.06074 -2.52557 2.57450
C -3.30094 -2.26938 -3.26878
Se -3.90995 4.20643 2.16590
H -2.55627 -3.01937 -3.50488
N 1.30356 1.59385 1.01034
C -3.98627 -0.30730 -2.10189
H 4.78757 2.07726 -2.32137
H -7.06669 -2.27032 -4.75088
C 2.18794 -2.84394 6.06204
H -2.40459 1.14040 3.21359
H 4.12489 -1.68579 4.59020
N 0.90991 1.12991 -1.60516
H 5.24747 2.18658 2.60647
N 1.90384 -0.74917 3.63648
C 3.33798 1.69885 1.84519
B 3.03915 0.42144 -0.40430
H 4.58661 0.47454 -3.03869
N 1.82013 -1.73120 -0.94903
C 4.75234 1.33884 2.13845
H -0.43387 -2.38910 3.45943
C -0.80792 2.26545 -3.00349
H 1.36679 -4.15745 3.79075
H 2.79069 -2.18531 6.68640
N 2.25485 0.99172 -1.59088
C 2.56561 2.63147 2.50319
Sb -3.12917 3.12023 0.11935
C 3.04983 -3.52854 5.00207
H -1.55935 1.48445 -2.80814
C 2.15719 -2.97644 -1.27640
C 3.49680 -3.20127 -0.93819
H -0.23104 3.92124 1.30972
H 5.91100 -2.61838 0.06897
H -4.72006 -3.06500 -4.63797
H -3.72386 -1.41905 0.49967
H 5.28875 1.06629 1.23442
H 1.76745 2.54570 -4.40009
C 0.11907 3.42457 2.23168
C 1.72018 2.04422 -3.45494
H -5.86786 0.53596 -2.56146
C -6.77382 -1.26500 -4.45109